[1]
Entry from the OMol25 dataset: C43H40N5O7PS3W as an isolated structure in a non-equilibrium geometry (ωB97M-V/def2-TZVPD).

```
100
Properties=species:S:1:pos:R:3:forces:R:3
W 0.3193 0.2256 0.1945 1.9 -0.3 1.3
C 2.0588 0.6975 -7.3649 0.0 0.0 0.0
C 2.0977 0.2302 -5.9330 0.0 0.0 -0.1
C 1.3337 -0.8586 -5.5166 0.0 0.0 -0.1
C 1.3547 -1.2929 -4.2031 0.0 0.2 0.1
C 2.1494 -0.6139 -3.2849 -0.2 0.2 -0.2
C 2.9220 0.4711 -3.6742 0.0 -0.1 -0.1
C 2.8950 0.8806 -4.9981 0.0 0.1 0.0
S 2.1775 -1.1280 -1.6054 -0.4 -0.6 -0.1
O 3.1721 -2.1591 -1.5322 0.1 0.0 0.2
O 0.7860 -1.5371 -1.2351 0.0 0.0 -0.3
N 2.2946 0.0674 -0.6373 -0.3 0.7 0.0
C 3.3312 1.0217 -0.3441 0.0 -0.3 0.0
C 2.9271 1.6531 0.9773 -0.6 0.2 0.2
O 3.7065 2.2969 1.6419 0.1 0.1 0.1
O 1.6662 1.4633 1.2718 0.4 0.0 0.1
H 1.0905 0.4913 -7.8214 0.0 0.0 0.0
H 2.8181 0.1877 -7.9616 0.0 0.0 0.0
H 2.2496 1.7690 -7.4334 0.0 0.0 0.0
H 0.6748 -1.3493 -6.2237 0.0 0.0 0.1
H 0.7091 -2.1005 -3.8803 0.1 0.0 0.0
H 3.5295 1.0032 -2.9572 0.0 0.0 0.0
H 3.4822 1.7404 -5.3020 0.0 0.0 0.0
H 3.3731 1.8336 -1.0740 0.0 0.0 -0.1
H 4.3173 0.5687 -0.2533 0.0 -0.1 0.0
C -4.9767 -0.1172 5.2320 0.0 0.0 0.0
C -4.8688 -0.3530 3.8664 0.0 0.0 0.1
C -3.6254 -0.3132 3.2567 0.0 0.0 0.0
C -2.4706 -0.0266 3.9917 -0.1 -0.4 -0.2
C -2.5878 0.1991 5.3587 0.0 0.0 0.1
C -3.8363 0.1541 5.9725 0.1 0.0 0.0
P -0.9011 0.0983 3.0329 0.0 0.5 0.1
C 0.3737 0.1883 4.3294 -0.1 0.0 0.1
C 0.5391 -0.9102 5.1757 0.0 0.0 0.0
C 1.5545 -0.9321 6.1161 0.1 0.1 0.0
C 2.4369 0.1428 6.2051 -0.1 -0.1 0.0
C 2.2875 1.2300 5.3604 -0.1 0.0 -0.1
C 1.2540 1.2575 4.4271 0.1 0.1 0.0
C -1.1193 1.7762 2.3781 -0.1 0.1 -0.1
C -1.6348 2.8448 3.1100 0.0 0.1 0.1
C -1.8428 4.0627 2.4894 0.0 0.0 0.0
C -1.5487 4.1981 1.1339 0.0 0.0 0.0
C -1.0302 3.1348 0.4120 -0.1 0.1 0.1
C -0.8008 1.9000 1.0240 0.1 -0.2 0.0
H -5.9455 -0.1476 5.7146 0.0 0.0 0.0
H -5.7522 -0.5688 3.2785 0.0 0.0 0.0
H -3.5499 -0.4954 2.1886 0.0 0.0 0.0
H -1.7085 0.4187 5.9519 0.0 0.0 0.0
H -3.9129 0.3391 7.0368 0.0 0.0 0.0
H -0.1398 -1.7557 5.1044 0.0 0.0 0.0
H 1.6682 -1.7857 6.7732 0.0 0.0 0.0
H 3.2429 0.1240 6.9288 0.0 0.0 0.0
H 2.9826 2.0592 5.4074 0.0 0.0 0.0
H 1.1672 2.0951 3.7469 0.0 0.0 0.0
H -1.8836 2.7180 4.1587 0.0 0.0 0.0
H -2.2384 4.9003 3.0503 0.0 0.0 0.0
H -1.7183 5.1479 0.6393 0.0 0.0 0.0
H -0.7923 3.2799 -0.6324 0.0 0.0 0.0
O -1.6265 -0.6232 -5.1159 -0.2 -0.1 -0.1
S -1.8891 0.5228 -4.2955 0.1 0.2 0.2
O -3.2495 0.9607 -4.1300 0.0 -0.2 -0.1
N -1.1904 0.3440 -2.8341 -0.1 -0.3 0.3
C -0.3482 1.2974 -2.5746 0.0 0.3 -0.4
O 0.2816 1.4761 -1.4777 -0.2 0.0 -0.2
C -0.1301 2.2676 -3.7059 0.0 -0.3 0.4
C 0.7025 3.3644 -3.7596 0.1 0.2 -0.1
C 0.7473 4.0853 -4.9521 0.0 -0.1 0.1
C -0.0309 3.7060 -6.0439 0.0 0.1 0.0
C -0.8814 2.6087 -5.9741 0.0 -0.1 0.1
C -0.9031 1.9080 -4.7846 -0.1 0.1 -0.4
H 1.3021 3.6380 -2.8999 0.0 0.0 0.0
H 1.3923 4.9510 -5.0350 0.0 0.0 0.0
H 0.0201 4.2791 -6.9620 0.0 0.0 0.0
H -1.4948 2.3159 -6.8168 0.0 0.0 0.0
C 3.4751 -4.0917 1.0969 -0.1 0.0 0.1
N 2.1267 -4.1061 1.6358 0.2 0.0 0.0
C 1.3742 -5.3504 1.7344 0.0 0.1 0.0
C 0.0414 -4.8939 2.3426 0.1 0.1 -0.1
N 0.0843 -3.4503 2.0969 0.0 0.0 0.1
C 1.3510 -3.0350 1.8222 -0.2 -0.4 0.0
S 1.8526 -1.4400 1.7684 -0.1 0.4 0.0
H 4.1272 -4.6917 1.7318 0.0 0.0 0.0
H 3.8325 -3.0677 1.0682 0.0 0.0 0.0
H 3.4771 -4.4872 0.0804 0.0 0.0 0.0
H 1.9007 -6.0670 2.3629 0.0 0.0 0.0
H 1.2476 -5.7900 0.7416 0.0 0.0 0.0
H -0.0103 -5.1095 3.4108 0.0 0.0 0.0
H -0.8120 -5.3557 1.8521 0.0 0.0 0.0
H -0.4889 -2.8104 2.6284 -0.1 0.0 -0.1
C -3.8538 -1.7842 -1.2631 -0.1 -0.2 -0.1
C -3.8622 -0.4192 -1.0498 0.1 0.2 0.1
C -2.7532 0.1707 -0.4718 -0.3 0.1 -0.2
N -1.6959 -0.5369 -0.0613 -0.2 0.1 -0.3
C -1.7430 -1.8636 -0.1793 0.0 -0.6 -0.2
C -2.7719 -2.5265 -0.8177 -0.1 0.2 0.2
H -4.6775 -2.2619 -1.7798 0.0 0.0 0.0
H -4.6754 0.2071 -1.3865 0.0 0.0 0.0
H -2.6814 1.2412 -0.3518 0.0 0.0 0.0
H -0.9046 -2.4079 0.2200 0.1 0.0 0.0
H -2.7200 -3.5991 -0.9397 0.0 0.0 0.0
```
Forces are in eV/Å.

Properties
spin multiplicity	1
DFT total energy	-4066.099050	Eh
ΔE to the lowest compared entry with this formula, charge and spin	1.275	eV


[2]
Entry from the OMol25 dataset: C43H40N6OPS3W as an isolated structure in a non-equilibrium geometry (ωB97M-V/def2-TZVPD).

```
95
Properties=species:S:1:pos:R:3:forces:R:3
W -0.4209 -0.4845 1.3526 -0.3 0.1 0.1
C -3.2785 -1.8234 3.0733 0.0 0.0 0.0
C -2.1197 -2.7720 3.4221 0.0 0.0 0.0
S -0.7305 -2.8716 2.2676 0.1 -0.1 -0.2
C -1.3568 -3.9883 0.9813 0.0 0.0 0.0
C -0.8170 -3.5520 -0.3610 0.1 0.0 0.0
S -1.0713 -1.7981 -0.7398 -0.4 0.3 -0.1
C -2.8652 -1.6348 -0.9267 0.0 -0.2 0.1
C -3.7104 -1.6357 0.3271 0.0 0.0 0.0
S -3.0227 -0.6398 1.7085 0.0 0.1 0.0
H -4.1790 -2.3741 2.8074 0.0 0.0 0.0
H -3.5381 -1.2249 3.9452 0.0 0.0 0.0
H -1.6636 -2.4928 4.3695 0.0 0.0 0.0
H -2.4755 -3.7962 3.5400 0.0 0.0 0.0
H -0.9985 -4.9880 1.2310 0.0 0.0 0.0
H -2.4428 -4.0020 0.9994 0.0 0.0 0.0
H 0.2639 -3.6962 -0.4337 0.0 0.0 0.0
H -1.2739 -4.1115 -1.1785 0.0 0.0 0.0
H -2.9722 -0.6940 -1.4548 0.0 0.0 -0.1
H -3.1857 -2.4197 -1.6152 0.0 0.0 0.0
H -4.6824 -1.1994 0.0960 0.0 0.0 0.0
H -3.8839 -2.6349 0.7144 0.0 0.0 0.0
C -0.2623 0.1827 5.6699 0.0 0.0 0.0
C 1.0695 -0.0642 6.0409 0.0 0.0 0.0
C 1.9142 -0.6263 5.1262 0.0 0.0 0.0
C 1.4665 -0.9421 3.8271 0.0 -0.1 0.0
N 0.1912 -0.6480 3.4590 0.1 0.2 -0.1
C -0.6437 -0.1055 4.3963 0.0 0.0 0.0
N 2.3415 -1.6178 3.0426 0.0 0.0 0.0
C 2.3342 -1.6998 1.7606 0.0 0.0 0.0
N 1.5302 -1.0313 0.8433 -0.1 -0.3 0.3
C 1.9771 -1.4267 -0.4756 0.5 -0.2 -0.4
N 1.4349 -0.9205 -1.4826 -0.5 1.0 0.4
C 1.7421 -0.8646 -2.8410 0.2 -0.8 -0.1
C 3.0514 -0.7379 -3.2985 -0.1 0.1 0.0
C 3.2620 -0.6813 -4.6660 0.0 0.0 0.0
C 2.1741 -0.7850 -5.5185 0.0 0.0 0.0
C 0.9122 -0.9083 -4.9582 0.0 0.1 0.0
N 0.6816 -0.9157 -3.6450 0.0 -0.1 0.0
C 3.0397 -2.4395 -0.3059 0.1 0.2 -0.1
C 3.7665 -3.1664 -1.2370 0.0 -0.1 0.1
C 4.7253 -4.0451 -0.7452 0.0 0.0 0.0
C 4.9531 -4.1817 0.6250 0.0 0.0 0.0
C 4.2248 -3.4482 1.5518 0.0 0.0 0.0
C 3.2641 -2.5853 1.0537 0.0 0.1 -0.1
H -0.9785 0.5958 6.3654 0.0 0.0 0.0
H 1.4158 0.1716 7.0384 0.0 0.0 0.0
H 2.9393 -0.8734 5.3605 0.0 0.0 0.0
H -1.6481 0.1162 4.0664 0.0 0.0 0.0
H 3.8731 -0.6922 -2.5964 0.0 0.1 0.0
H 4.2648 -0.5806 -5.0599 0.0 0.0 0.0
H 2.2975 -0.7832 -6.5919 0.0 0.0 0.0
H 0.0390 -1.0011 -5.5936 0.0 0.0 0.0
H 3.6032 -3.0578 -2.2993 0.0 -0.1 0.0
H 5.3135 -4.6333 -1.4367 0.0 0.0 0.0
H 5.7132 -4.8711 0.9666 0.0 0.0 0.0
H 4.3993 -3.5419 2.6148 0.0 0.0 0.0
O -1.6067 1.9112 2.4530 0.0 0.0 0.0
N -0.2847 1.5650 2.2143 0.0 0.0 0.0
C 0.5232 2.4946 1.8476 0.0 0.0 0.0
C -0.0612 3.6978 1.2565 0.0 0.0 0.0
C 0.1514 5.0175 1.6157 0.0 0.0 0.0
C -0.5344 6.0171 0.9327 0.0 0.0 0.0
C -1.4056 5.6834 -0.0905 0.0 0.0 0.0
C -1.5916 4.3541 -0.4758 0.0 0.0 0.0
C -0.9253 3.3443 0.1923 0.0 0.0 0.0
P -0.8138 1.6265 -0.5297 0.3 -0.1 0.0
C -2.3170 1.4945 -1.5060 0.1 0.1 -0.1
C -3.5342 1.6896 -0.8435 0.0 0.1 0.0
C -4.7263 1.5463 -1.5336 0.0 0.0 0.0
C -4.7093 1.2068 -2.8841 0.0 0.0 0.0
C -3.5022 1.0196 -3.5431 0.0 0.0 0.0
C -2.3001 1.1619 -2.8598 0.0 -0.1 0.0
C 0.6276 2.0171 -1.5671 0.0 0.1 0.0
C 1.9022 1.8124 -1.0403 0.0 0.1 0.0
C 3.0133 2.3578 -1.6607 0.0 0.0 0.0
C 2.8640 3.1050 -2.8219 0.0 0.0 0.0
C 1.5998 3.3131 -3.3518 0.0 0.0 0.0
C 0.4817 2.7910 -2.7175 0.0 0.0 0.0
H -1.6616 2.8841 2.5165 0.0 0.0 0.0
H 1.5725 2.2231 1.7919 0.0 0.0 0.0
H 0.8207 5.2647 2.4296 0.0 0.0 0.0
H -0.3873 7.0530 1.2048 0.0 0.0 0.0
H -1.9406 6.4640 -0.6149 0.0 0.0 0.0
H -2.2438 4.1301 -1.3102 0.0 0.0 0.0
H -3.5487 1.9790 0.2025 0.0 0.0 0.0
H -5.6684 1.7162 -1.0288 0.0 0.0 0.0
H -5.6408 1.1014 -3.4243 0.0 0.0 0.0
H -3.4937 0.7662 -4.5948 0.0 0.0 0.0
H -1.3624 0.9825 -3.3697 0.0 -0.1 0.0
H 2.0363 1.2111 -0.1514 0.0 0.0 0.0
H 3.9984 2.1950 -1.2427 0.0 0.0 0.0
H 3.7315 3.5298 -3.3090 0.0 0.0 0.0
H 1.4771 3.9008 -4.2516 0.0 0.0 0.0
H -0.4975 3.0161 -3.1176 0.0 0.0 0.0
```
Forces are in eV/Å.

Properties
spin multiplicity	3
DFT total energy	-3668.469590	Eh
charge	+3